(1)
A molecular structure, C27H25BrN2O2Tl. Source: the OMol25 dataset; level of theory: ωB97M-V with the def2-TZVPD basis set.

Computed properties:
M (g mol⁻¹): 693.796
Total charge: -1
E_tot (eV): -110215.1463
Maximum force (hartree/bohr): 0.0662
HOMO level (spin up / spin down) (eV): -1.942 / -1.943

Geometry (Å):
H  -4.28  -0.14  -3.19
C  1.21  0.52  -4.34
C  -3.99  3.22  -2.78
Br  -6.39  1.78  -3.21
C  1.11  2.25  4.86
N  2.12  -1.58  -1.94
H  -0.84  -1.60  2.95
C  -2.63  3.30  -2.50
H  0.37  -1.22  1.70
H  0.25  0.87  -4.75
C  0.06  0.16  4.52
C  2.74  -4.35  -1.66
H  -0.36  -0.76  4.93
C  0.58  1.54  2.61
C  0.64  1.77  1.17
H  1.28  -0.59  -4.42
H  1.53  2.99  5.55
H  -2.23  -1.23  -3.21
H  1.24  4.52  2.71
H  2.04  0.99  -4.89
H  1.41  0.54  7.30
C  -1.69  -0.42  -2.67
C  1.92  3.70  3.05
H  -2.15  4.27  -2.32
H  0.53  -5.88  -1.44
C  -0.28  -2.04  -1.91
H  4.78  -3.63  -1.76
C  -0.44  -0.80  2.31
C  -3.77  0.80  -2.98
C  -2.38  0.84  -2.70
C  -1.28  -3.01  -1.64
C  0.46  0.91  6.90
H  0.74  2.83  0.88
C  -1.75  2.17  -2.47
O  -0.51  2.38  -2.35
H  2.99  -5.42  -1.56
C  1.11  -2.48  -1.86
H  -0.32  0.19  7.15
H  -2.29  -2.66  -1.56
H  0.26  1.87  7.41
C  3.37  -2.06  -1.93
Tl  1.50  1.01  -2.28
C  0.55  1.11  5.41
H  -1.85  -5.06  -1.36
H  -1.21  -0.47  1.60
H  4.14  -1.31  -2.07
H  2.47  4.07  3.91
C  0.30  -4.81  -1.55
C  -1.02  -4.36  -1.50
C  0.08  0.33  3.14
C  -4.53  1.96  -3.00
C  1.39  -3.93  -1.67
H  -4.62  4.11  -2.82
N  -0.54  -0.70  -2.08
C  1.16  2.48  3.50
O  0.64  0.87  0.31
H  2.66  3.51  2.26
C  3.73  -3.40  -1.76

(2)
2 unconnected molecules or ions with the total composition C27H25BrN4O9S2. Source: the OMol25 dataset; level of theory: ωB97M-V with the def2-TZVPD basis set.

Computed properties:
M (g mol⁻¹): 693.554
E_tot (eV): -144507.2573
Maximum force (hartree/bohr): 0.0609
SMILES: O=C(O)C[C@H](C(=O)O)N1C(=O)/C(=C2/C(=O)Nc3ccc(Br)cc32)SC1=S.CNC(=O)[C@H](Cc1ccc(O)cc1)NC(C)=O
HOMO level (eV): -8.253

Geometry (Å):
C  -5.91  0.22  7.21
C  2.35  0.60  -5.41
C  0.99  -0.60  2.32
C  0.01  -1.02  -8.29
H  -0.92  2.07  -2.37
H  3.10  2.05  -7.81
C  -1.87  -0.38  5.02
C  -0.99  -0.69  3.89
H  3.04  -1.35  -5.49
H  0.87  -1.25  -8.91
O  3.53  -0.41  -9.54
N  3.10  -0.75  -7.41
H  -4.85  -1.78  5.95
C  -4.58  0.25  6.48
C  3.27  1.90  3.50
C  0.26  -0.17  3.52
S  -4.35  -3.15  3.79
C  1.06  -1.58  -6.03
H  -3.88  0.85  7.07
C  1.52  -0.24  -1.75
O  -6.18  -0.81  8.04
O  -1.70  0.56  5.78
O  0.66  -1.31  1.38
C  2.51  1.44  -8.49
C  -4.00  -1.15  6.22
C  1.14  0.86  4.12
O  -6.68  1.14  7.02
C  3.21  2.71  4.63
H  3.01  -0.87  -3.18
N  -3.03  -1.15  5.10
C  -3.39  -1.82  7.48
H  -7.06  -0.61  8.41
H  0.32  1.63  6.00
C  0.58  1.45  -3.81
H  4.10  1.98  2.81
N  0.12  -1.66  -6.98
C  0.40  0.59  -1.53
O  -2.54  -1.23  8.12
Br  2.07  3.68  7.09
H  1.47  1.45  -8.20
H  -0.12  0.05  -8.17
O  -3.81  -3.07  7.79
O  -0.26  0.57  -0.35
H  -0.03  -0.23  0.15
C  -0.06  1.44  -2.56
C  2.14  2.59  5.52
C  2.38  -0.77  -6.12
H  2.59  1.85  -9.50
H  -4.73  0.76  5.52
C  2.25  0.99  3.27
H  1.80  1.31  -6.02
H  -0.63  -2.28  -6.72
H  0.20  2.08  -4.59
H  4.00  3.43  4.84
N  2.17  0.08  2.24
H  2.66  0.18  1.36
H  3.62  -1.60  -7.60
C  1.69  0.61  -4.04
H  1.86  -0.90  -0.98
H  3.37  0.97  -5.30
C  2.17  -0.21  -3.00
O  0.89  -2.28  -5.04
H  -0.88  -1.41  -8.80
C  1.11  1.68  5.27
H  -3.32  -3.31  8.59
C  -3.11  -2.06  4.05
C  3.06  0.03  -8.50
S  -1.77  -1.96  2.94

(3)
A molecular structure, C27H25BrN7O2Ru. Source: the OMol25 dataset; level of theory: ωB97M-V with the def2-TZVPD basis set.

Computed properties:
M (g mol⁻¹): 660.518
Total charge: +3
E_tot (eV): -115521.4039
Maximum force (hartree/bohr): 0.0802
HOMO level (spin up / spin down) (eV): -15.024 / -15.020
Spin multiplicity: 5

Geometry (Å):
C  -1.92  -0.27  8.00
C  -3.22  0.87  0.68
C  4.12  -3.62  -0.57
C  0.04  1.81  2.08
H  -1.45  2.65  -5.61
O  1.23  -2.14  1.98
H  0.32  2.78  1.74
H  0.85  2.48  -9.68
H  -0.45  3.18  -7.63
H  -1.78  3.12  3.87
Br  -1.54  2.36  -2.61
C  -2.39  0.61  7.02
N  0.56  0.19  -2.42
C  -1.01  -0.24  5.29
N  -3.60  2.22  6.09
C  3.09  -2.86  -1.10
C  -1.39  1.53  1.81
H  0.14  -2.37  -1.17
C  2.25  -2.50  1.11
C  -1.98  0.63  5.72
H  0.19  -0.77  -5.95
C  4.28  -3.71  0.81
H  5.14  -4.27  1.13
H  -0.63  -1.99  8.24
H  -3.47  3.01  3.83
C  0.77  1.80  -8.83
C  2.13  -2.29  -0.28
N  -2.82  1.56  5.05
C  -0.99  -1.19  7.57
H  -0.64  -0.22  4.24
C  -2.60  2.38  3.88
C  -0.57  -1.17  6.21
H  3.03  -2.73  -2.18
H  0.30  1.76  3.17
H  -2.21  -0.02  9.04
H  -3.73  0.60  -0.25
C  0.52  -0.01  -6.63
C  1.32  -0.32  -7.70
H  2.09  0.37  -9.58
C  -0.12  1.29  -6.60
H  0.63  1.00  1.56
C  0.67  0.83  -3.57
H  0.18  -1.87  5.92
N  -2.50  1.60  2.63
H  4.83  -4.24  -1.10
Ru  -0.65  0.76  -1.03
N  -3.46  1.54  7.20
N  -1.82  1.04  0.60
H  3.48  -3.09  2.75
C  -0.49  1.50  -4.13
H  2.07  -1.16  -2.67
C  -3.66  1.17  1.92
C  1.44  0.56  -8.76
H  1.52  -2.45  2.90
C  0.03  2.18  -7.69
C  -0.76  1.85  -5.40
O  0.32  -0.65  0.02
H  -4.65  1.10  2.39
N  1.37  -0.82  -2.03
C  0.91  -1.56  -0.91
H  1.56  0.65  -4.21
C  3.34  -3.16  1.68
H  1.81  -1.29  -7.83

(4)
A molecular structure, C27H25Cl2IN3O2S3Ti. Source: the OMol25 dataset; level of theory: ωB97M-V with the def2-TZVPD basis set.

Computed properties:
M (g mol⁻¹): 765.394
Total charge: +1
E_tot (eV): -125732.9091
Maximum force (hartree/bohr): 0.0483
HOMO level (eV): -10.447

Geometry (Å):
H  -3.66  0.57  0.87
C  2.42  -0.83  -2.92
H  -3.31  -0.77  -1.57
H  -5.04  0.84  -0.12
C  0.19  -0.47  -3.81
C  -4.36  3.91  3.11
O  -1.61  -1.55  0.92
Cl  3.89  -4.84  -2.20
C  -0.25  -1.34  -2.85
C  -0.49  -1.71  0.39
C  6.36  -1.36  -1.02
S  1.63  -2.41  5.76
Ti  -0.45  -0.39  2.43
S  1.17  -0.06  4.02
C  6.96  -2.45  -1.64
H  -5.24  4.53  3.36
H  8.05  -2.44  -1.83
H  2.01  0.41  -4.57
N  2.82  -2.36  -1.08
C  -4.23  2.61  3.58
H  -1.42  1.25  -2.10
C  6.22  -3.56  -1.97
C  -3.39  4.45  2.32
H  -1.25  1.21  -0.50
H  0.41  -3.47  -0.27
H  0.89  4.09  0.58
S  -0.56  -2.36  3.74
C  -2.13  2.38  2.38
C  -0.97  1.59  1.99
H  6.62  -4.50  -2.37
C  1.95  -1.76  -2.00
C  4.22  -2.35  -1.29
H  -3.70  1.59  -1.99
N  -1.89  1.00  -1.22
C  -0.15  -2.67  -0.75
Cl  4.24  0.11  -0.22
C  -2.23  3.73  2.00
N  -3.72  -0.82  -0.62
H  3.49  -0.58  -2.97
C  1.58  -0.25  -3.86
O  0.47  -0.91  0.77
C  5.00  -1.27  -0.90
H  2.50  -3.21  -0.60
H  -3.19  2.58  -0.56
C  -3.13  1.87  3.23
H  -0.42  0.03  -4.55
C  0.79  -1.70  4.60
I  -2.68  -0.02  3.97
H  -4.55  -1.40  -0.57
H  0.96  1.64  1.06
C  -1.10  4.30  1.41
H  6.91  -0.42  -0.69
C  0.06  2.21  1.35
C  -4.00  0.58  -0.16
H  -4.97  2.23  4.25
C  0.58  -1.96  -1.92
H  -1.11  5.36  1.24
H  -1.32  -1.60  -2.91
C  -3.19  1.58  -1.02
H  -3.01  -1.18  0.01
H  -1.08  -3.19  -1.04
C  0.03  3.62  1.12
H  -3.45  5.43  1.89
C  4.84  -3.50  -1.71